Entry 1
13
Properties=species:S:1:pos:R:3 method="wB97M-V/def2-TZVPD" total_charge=-1 e_lumo_ev=3.5 homo_lumo_gap_ev=6.03
C -1.21570 -0.30544 1.01530
C -0.96750 -0.83622 -0.44445
S 0.50905 -1.77579 -0.69649
N -0.95115 -1.48794 2.06427
H -2.24551 0.16580 1.08819
H -0.52913 0.48552 1.46131
H -0.79487 0.23114 -0.87670
H -1.97371 -1.22538 -0.84003
H -0.03389 -1.90513 1.70245
H -1.49534 -2.35360 1.92189
H 3.36989 2.70443 -1.47912
H 3.13083 2.89370 -2.83675
O 3.19703 3.40892 -2.07988

***

Entry 2
13
Properties=species:S:1:pos:R:3 method="wB97M-V/def2-TZVPD" total_charge=-1 e_lumo_ev=4.2 homo_lumo_gap_ev=6.94
C 1.39072 -1.52579 0.37576
S -0.42297 -1.83214 0.13306
H 1.45510 -0.51286 0.78152
H 1.87993 -2.40679 0.78038
H 1.80878 -1.39333 -0.63044
N 0.55032 2.10812 -1.17504
C -0.25833 1.96054 0.15578
O -1.22969 1.03158 0.19254
H 0.41195 1.19307 -1.58390
H 1.47517 2.26022 -0.80083
H 0.57118 1.74935 0.86158
H -0.68003 2.93116 0.42114
H -1.00340 0.03470 0.00339

***

So which one is most stable? That would be entry 2, about 8.0 kcal/mol below the next structure.

***

Entry 1
13
Properties=species:S:1:pos:R:3 method="wB97M-V/def2-TZVPD" total_charge=-1 e_lumo_ev=4.2 homo_lumo_gap_ev=7.16
C -0.96315 -1.24311 1.38780
S -1.18978 -1.20501 -0.47213
H -0.36678 -2.13568 1.64840
H -1.83585 -1.28761 2.05159
H -0.47103 -0.38771 1.93397
N 0.22663 1.98867 -0.02625
C 1.51271 1.33657 -0.01182
O 1.55977 0.01575 -0.54845
H -0.37800 1.37012 0.51451
H -0.18873 1.99638 -0.94482
H 2.05435 1.33682 0.95974
H 2.19592 1.90022 -0.68008
H 0.56917 -0.29075 -0.50858

***

Entry 2
13
Properties=species:S:1:pos:R:3 method="wB97M-V/def2-TZVPD" total_charge=-1 e_lumo_ev=4.2 homo_lumo_gap_ev=7.13
C 0.45246 -1.97809 0.09951
C 0.08052 -0.62762 0.72269
S -0.03667 0.65628 -0.54346
N 1.82535 -1.90677 -0.52072
H -0.43212 -2.20906 -0.56229
H 0.58150 -2.89507 0.69875
H 0.81454 -0.38817 1.53038
H -0.91145 -0.80465 1.17268
H 2.44165 -1.83534 0.27877
H 1.75309 -1.02258 -1.03488
H -2.78042 2.47942 0.37758
H -1.27587 2.31090 0.10297
O -1.92450 2.86146 0.61807

***

So which one is most stable? That would be entry 2, about 9.2 kcal/mol below the next structure.

***

Entry 1
10
Properties=species:S:1:pos:R:3 method="wB97M-V/def2-TZVPD" total_charge=0 e_lumo_ev=0.4 homo_lumo_gap_ev=9.06 smiles="F[C@H]1CNC1=S"
C -0.27495 -0.52458 -0.74840
C 0.34019 -0.74946 0.68205
C -0.24391 0.94669 -0.44389
H -1.23855 -0.89044 -0.96167
H 1.44384 -1.01025 0.58327
H -0.10776 -1.37978 1.41542
H 0.11061 1.35142 1.61143
N 0.13370 0.68915 0.85808
F 0.66136 -0.68110 -1.75954
S -0.82453 2.24834 -1.23675

***

Entry 2
10
Properties=species:S:1:pos:R:3 method="wB97M-V/def2-TZVPD" total_charge=0 e_lumo_ev=-0.2 homo_lumo_gap_ev=9.51
C 2.30236 -0.06040 0.36395
C -1.68754 0.44125 -0.33005
C 0.91996 -0.28017 0.07902
N 3.41543 0.09142 0.58074
F 0.71017 -1.24629 -0.84217
S -0.03070 1.18743 -0.20378
H -2.23409 0.99381 -1.08766
H -2.18530 0.53085 0.63169
H -1.59770 -0.59949 -0.62267
H 0.38741 -1.05841 1.43092

***

So which one is most stable? That would be entry 1, about 35.0 kcal/mol below the next structure.

***

Entry 1
11
Properties=species:S:1:pos:R:3 method="wB97M-V/def2-TZVPD" total_charge=0 e_lumo_ev=-0.6 homo_lumo_gap_ev=9.38 smiles="O=c1c#c[nH]cn1.[H][H]"
O -2.39162 -0.40299 0.40879
C -1.26454 -0.09783 0.13983
C 0.03032 -0.61819 0.48226
C 1.21602 -0.35405 0.20880
N 1.44305 0.70999 -0.60479
C 0.28749 1.34866 -1.02298
N -0.90911 1.01502 -0.70659
H -0.55929 -2.18781 2.12843
H -0.64968 -2.64055 1.54742
H 2.35534 1.02313 -0.90508
H 0.44202 2.20462 -1.67609

***

Entry 2
11
Properties=species:S:1:pos:R:3 method="wB97M-V/def2-TZVPD" total_charge=0 e_lumo_ev=0.1 homo_lumo_gap_ev=10.02 smiles="O=c1cc[nH]cn1"
O 2.41192 -1.03752 0.16180
C 1.27275 -0.65643 0.03475
C 0.94156 0.76900 -0.20567
C -0.33333 1.11067 -0.37151
N -1.36364 0.22693 0.03989
C -0.98603 -1.14015 0.09031
N 0.19828 -1.59960 0.04178
H 1.74570 1.48819 -0.28831
H -0.71180 2.08398 -0.66499
H -1.35138 0.59477 1.01228
H -1.82402 -1.83984 0.14967

***

Entry 3
11
Properties=species:S:1:pos:R:3 method="wB97M-V/def2-TZVPD" total_charge=0 e_lumo_ev="-0.6 / -0.6" homo_lumo_gap_ev="8.41 / 8.41" smiles="[H]/N=c1/cncco1"
N -1.60088 0.43063 -1.67931
C -0.72273 0.15209 -0.81938
C -0.06028 1.23182 -0.06113
N 0.65112 1.05419 0.98942
C 0.78060 -0.27175 1.35624
C 0.46914 -1.34110 0.57737
O -0.26013 -1.12330 -0.57264
H -1.94883 -0.40916 -2.14228
H -0.20049 2.24084 -0.43588
H 1.32222 -0.50323 2.26545
H 1.60146 -1.39673 0.54512

***

Entry 4
11
Properties=species:S:1:pos:R:3 method="wB97M-V/def2-TZVPD" total_charge=0 e_lumo_ev=-0.8 homo_lumo_gap_ev=8.99
C 1.31761 -1.01728 -0.11384
C 0.01595 -1.22941 -0.15447
C -1.14844 -0.25708 -0.06743
C -0.78326 1.23148 -0.07594
H 1.64499 0.88558 0.68707
H 3.21953 0.10032 0.91567
H 1.99252 -1.93641 0.15039
H -0.56592 -2.07719 -0.05454
N 2.11651 0.07383 -0.04661
N 0.10694 2.10069 -0.06685
O -2.28331 -0.57003 0.19571

***

So which one is most stable? That would be entry 2, about 51.9 kcal/mol below the next structure.

***

Entry 1
11
Properties=species:S:1:pos:R:3 method="wB97M-V/def2-TZVPD" total_charge=0 e_lumo_ev=-0.6 homo_lumo_gap_ev=9.36 smiles="O=c1c#c[nH]cn1.[H][H]"
O -1.97690 1.01129 1.02708
C -0.94662 0.63768 0.54426
C -0.50609 -0.58581 -0.06974
C 0.54228 -1.00611 -0.59036
N 1.60812 -0.16583 -0.62969
C 1.35516 1.07338 -0.06438
N 0.24525 1.44646 0.45694
H -2.31298 -2.11326 0.43929
H -2.71067 -1.67531 -0.00747
H 2.50939 -0.38938 -1.02649
H 2.19304 1.76687 -0.07943

***

Entry 2
11
Properties=species:S:1:pos:R:3 method="wB97M-V/def2-TZVPD" total_charge=0 e_lumo_ev=-0.1 homo_lumo_gap_ev=9.35 smiles="C=Cc1cnno1"
C 1.31849 1.74161 0.11935
C 0.66686 0.67594 -0.46420
C -0.24365 -0.29752 0.08048
C -1.03888 -1.21313 -0.62859
H 1.14141 2.13414 1.22014
H 1.90061 2.34988 -0.62027
H 0.96919 0.24653 -1.44737
H -1.22902 -1.63599 -1.54578
N -1.65731 -1.93846 0.38107
N -1.30076 -1.58259 1.50727
O -0.52692 -0.48041 1.39789

***

Entry 3
11
Properties=species:S:1:pos:R:3 method="wB97M-V/def2-TZVPD" total_charge=0 e_lumo_ev=-0.2 homo_lumo_gap_ev=8.83 smiles="C=C1N=CNC1=O"
C -2.01634 -0.39321 -0.10235
C -0.82646 0.01170 0.17579
C 0.99837 0.70976 1.17676
C 0.30051 -0.23039 -0.65957
H -2.03101 -0.88055 -1.12294
H -2.93857 -0.52688 0.68925
H 1.77220 1.45835 1.68527
H 2.45334 -0.01446 -0.45884
N -0.25420 0.66290 1.22412
N 1.47041 0.25112 0.05918
O 0.18676 -0.87772 -1.66495

***

So which one is most stable? That would be entry 3, about 17.5 kcal/mol below the next structure.

***

Entry 1
9
Properties=species:S:1:pos:R:3 method="wB97M-V/def2-TZVPD" total_charge=0 e_lumo_ev="0.7 / 0.5" homo_lumo_gap_ev="9.21 / 9.04"
C -1.60265 -0.51306 -0.34290
C -0.74975 -0.20617 0.57860
C 1.58005 0.59689 -0.04967
F 2.30879 -0.51847 -0.15431
H -2.56622 -0.95675 -0.09163
H -1.44220 -0.34811 -1.39399
H -0.70372 -0.30825 1.63952
H 1.81515 1.19470 0.81355
H 1.36055 1.05923 -0.99917

***

Entry 2
9
Properties=species:S:1:pos:R:3 method="wB97M-V/def2-TZVPD" total_charge=0 e_lumo_ev="-1.5 / -1.5" homo_lumo_gap_ev="8.11 / 8.11"
C -0.46951 -1.50504 0.01846
C -0.30564 -0.24909 0.00717
C 0.23854 1.05153 0.00376
F -2.59666 0.34347 -0.01539
H -1.29789 -2.04485 -0.34417
H 0.15605 -2.39308 0.50765
H 0.82711 1.32338 -0.77728
H -0.54598 1.90826 -0.07712
H 0.66768 1.38626 0.91715

***

So which one is most stable? That would be entry 1, about 8.7 kcal/mol below the next structure.